A molecular structure, C5H3O6Tm at a distorted geometry, computed with ωB97M-V with the def2-TZVPD basis set.

Cartesian coordinates (Å):
O (-3.237, 0.860, -5.088)
C (-2.525, 1.068, -4.217)
Tm (-0.230, -0.712, -0.107)
C (0.941, -0.332, 1.806)
O (1.654, -0.203, 2.717)
C (2.174, 2.134, -0.329)
O (2.257, 3.296, -0.043)
C (-0.672, 1.311, 1.188)
O (-0.858, 2.233, 1.863)
C (1.635, 0.940, -0.472)
O (2.082, -0.219, -0.874)
H (-2.000, -0.742, 0.449)
O (-0.338, -2.892, 0.824)
H (-0.982, -3.597, 0.616)
H (0.099, -3.143, 1.666)

## Properties
relative energy (zero: lowest compared OMol25 entry of this formula, charge and spin)	2.612	eV
Kohn-Sham gap (alpha / beta)	0.207 / 0.213	Eh
electronic energy	-1728.1218	Eh
spin multiplicity	3
net charge	+2
strongest force on any atom	11.20	eV/Å

---

2 unconnected molecules or ions with the total composition C3H5ClS at a distorted geometry, computed with ωB97M-V with the def2-TZVPD basis set.

Cartesian coordinates (Å):
C (-0.376, 0.687, -4.328)
C (0.169, 1.070, -3.331)
Cl (0.891, 1.546, -1.968)
H (-0.624, 0.090, -5.206)
C (0.378, -0.696, 2.844)
S (-0.182, -0.246, 1.122)
H (-0.539, -1.167, 3.166)
H (0.668, 0.094, 3.601)
H (1.130, -1.577, 2.775)
H (-1.515, 0.199, 1.323)

## Properties
relative energy (zero: lowest compared OMol25 entry of this formula, charge and spin)	2.421	eV
Kohn-Sham gap	0.364	Eh
electronic energy	-975.5678	Eh
spin multiplicity	1
net charge	0
strongest force on any atom	2.14	eV/Å
SMILES string	C#CCl.CS

---

C18H23BN2O3S in the gas phase at a distorted geometry, computed with ωB97M-V with the def2-TZVPD basis set.

Cartesian coordinates (Å):
O (-0.290, 1.351, -1.103)
C (0.581, 0.667, -1.623)
N (0.521, -0.679, -1.399)
C (-0.505, -1.169, -0.357)
C (-1.993, -1.013, -0.825)
C (-3.115, -1.421, 0.175)
C (-4.384, -0.982, -0.068)
C (-5.509, -1.048, 0.852)
C (-5.368, -1.760, 1.928)
C (-4.132, -2.205, 2.224)
C (-2.984, -2.097, 1.389)
B (-0.283, -2.804, -0.355)
O (-0.001, -3.471, -1.561)
O (-0.693, -3.512, 0.864)
C (1.739, 1.056, -2.494)
C (1.398, 2.134, -3.483)
S (2.662, 2.617, -4.574)
N (2.900, 1.304, -1.557)
C (2.812, 2.452, -0.612)
C (2.683, 1.991, 0.849)
C (1.453, 1.440, 1.254)
C (1.375, 0.890, 2.531)
C (2.331, 1.140, 3.444)
C (3.452, 1.883, 3.147)
C (3.640, 2.286, 1.829)
H (1.360, -1.295, -1.437)
H (-0.266, -0.758, 0.604)
H (-2.217, -1.522, -1.800)
H (-2.060, 0.082, -0.992)
H (-4.542, -0.458, -1.014)
H (-6.465, -0.681, 0.430)
H (-6.234, -1.967, 2.593)
H (-3.970, -2.707, 3.176)
H (-2.017, -2.404, 1.688)
H (0.300, -4.398, -1.444)
H (-0.335, -4.416, 0.828)
H (2.053, 0.131, -3.048)
H (0.536, 1.743, -4.123)
H (1.065, 3.032, -2.959)
H (3.681, 2.406, -3.677)
H (3.071, 0.503, -0.997)
H (2.005, 3.147, -0.837)
H (3.765, 2.990, -0.690)
H (0.685, 1.449, 0.454)
H (0.472, 0.430, 2.862)
H (2.183, 0.766, 4.504)
H (4.066, 2.248, 3.895)
H (4.575, 2.623, 1.511)

## Properties
Kohn-Sham gap	0.316	Eh
electronic energy	-1457.9989	Eh
spin multiplicity	1
net charge	0
strongest force on any atom	6.90	eV/Å
SMILES string	O=C(N[C@@H](Cc1ccccc1)B(O)O)[C@@H](CS)NCc1ccccc1

---

25 unconnected molecules or ions with the total composition C9H68NO24 at a distorted geometry, computed with ωB97M-V with the def2-TZVPD basis set.

Cartesian coordinates (Å):
C (3.276, -0.806, 0.791)
C (1.911, -1.495, 0.716)
C (0.965, -0.656, -0.104)
N (-0.433, -1.190, -0.153)
C (-1.081, -1.277, 1.243)
C (-1.365, 0.107, 1.802)
C (-2.097, 1.041, 0.851)
C (-1.469, 1.073, -0.574)
C (-1.295, -0.342, -1.066)
C (-0.423, -2.623, -0.824)
H (3.144, 0.288, 0.692)
H (3.904, -1.114, -0.020)
H (3.732, -1.022, 1.771)
H (1.555, -1.636, 1.743)
H (2.062, -2.505, 0.281)
H (1.324, -0.640, -1.130)
H (0.950, 0.345, 0.305)
H (-0.453, -1.924, 1.881)
H (-2.039, -1.707, 0.954)
H (-1.805, 0.071, 2.774)
H (-0.439, 0.609, 2.032)
H (-2.203, 2.029, 1.304)
H (-3.081, 0.577, 0.814)
H (-0.504, 1.585, -0.525)
H (-2.112, 1.609, -1.277)
H (-0.830, -0.409, -2.070)
H (-2.274, -0.817, -1.157)
H (-0.042, -3.285, -0.027)
H (0.259, -2.610, -1.695)
H (-1.484, -2.894, -0.890)
O (5.515, -2.212, -1.938)
H (5.695, -2.779, -1.149)
H (6.122, -1.464, -1.877)
O (6.339, 1.092, 2.203)
H (6.541, 1.720, 2.905)
H (5.702, 1.501, 1.613)
O (-1.906, 5.397, 0.522)
H (-2.272, 4.662, 0.031)
H (-1.011, 5.462, 0.179)
O (0.105, -5.213, -2.778)
H (-0.746, -4.749, -2.764)
H (-0.146, -6.127, -2.636)
O (-4.609, -0.267, 3.124)
H (-5.222, 0.447, 3.390)
H (-4.767, -0.375, 2.184)
O (5.810, -3.701, 0.488)
H (5.937, -3.051, 1.207)
H (5.840, -4.588, 0.851)
O (-0.704, 3.281, -3.999)
H (-0.393, 4.077, -4.421)
H (-0.019, 2.654, -4.269)
O (1.539, 0.325, 3.375)
H (2.288, 0.047, 3.916)
H (1.780, 1.172, 2.908)
O (-5.317, 2.180, -0.442)
H (-5.397, 2.739, 0.361)
H (-4.865, 2.716, -1.084)
O (-3.656, 2.829, -2.617)
H (-2.945, 3.204, -3.140)
H (-3.976, 2.116, -3.194)
O (6.031, -1.676, 2.417)
H (6.109, -0.695, 2.480)
H (6.106, -1.963, 3.339)
O (0.902, -3.487, -4.951)
H (1.855, -3.328, -5.044)
H (0.819, -4.004, -4.141)
O (-1.303, -1.902, -3.552)
H (-2.163, -1.703, -3.921)
H (-0.803, -2.291, -4.288)
O (1.374, 2.602, 1.754)
H (0.468, 2.930, 1.741)
H (1.784, 3.058, 1.011)
O (0.534, 4.048, -0.920)
H (1.469, 4.001, -1.168)
H (0.063, 4.361, -1.709)
O (-1.487, 3.130, 3.694)
H (-0.974, 2.866, 4.445)
H (-1.471, 4.084, 3.681)
O (2.750, -2.228, -2.482)
H (3.725, -2.283, -2.304)
H (2.437, -3.137, -2.353)
O (-3.195, -0.110, 5.780)
H (-3.894, -0.677, 6.150)
H (-3.407, 0.026, 4.856)
O (-4.903, 3.056, 2.384)
H (-4.951, 3.737, 3.056)
H (-4.075, 2.606, 2.465)
O (-5.573, -0.353, 0.460)
H (-6.520, -0.609, 0.583)
H (-5.582, 0.521, -0.042)
O (-4.142, -0.195, -3.354)
H (-4.277, -0.038, -2.407)
H (-4.958, -0.545, -3.710)
O (-0.154, -4.122, 1.945)
H (0.729, -4.337, 2.286)
H (-0.714, -3.983, 2.730)
O (3.173, 3.040, -0.911)
H (3.067, 2.129, -1.302)
H (4.084, 3.280, -1.125)
O (2.856, 0.442, -2.677)
H (2.554, -0.488, -2.712)
H (2.740, 0.762, -3.575)

## Properties
Kohn-Sham gap	0.383	Eh
electronic energy	-2244.0848	Eh
spin multiplicity	1
net charge	+1
strongest force on any atom	2.65	eV/Å

---

A molecular structure, C17H31FeN4O at a distorted geometry, computed with ωB97M-V with the def2-TZVPD basis set.

Cartesian coordinates (Å):
Fe (2.285, 0.561, -0.589)
C (-1.034, 0.169, -0.810)
O (0.305, 0.718, -0.667)
H (-1.112, -0.085, -1.867)
H (-0.980, -0.833, -0.384)
H (-1.890, 0.717, -0.414)
C (-0.602, 0.296, -4.952)
C (-0.406, 0.174, -6.466)
C (1.158, 0.075, -6.807)
C (1.943, 1.255, -6.388)
N (2.602, 2.133, -6.128)
H (-1.659, 0.231, -4.692)
H (-0.069, 1.185, -4.614)
H (-0.124, -0.480, -4.354)
H (-0.641, 1.084, -7.016)
H (-0.876, -0.710, -6.896)
H (1.144, 0.079, -7.897)
H (1.614, -0.799, -6.341)
C (-3.407, -0.984, 2.731)
C (-2.809, -0.083, 3.876)
C (-1.348, 0.367, 3.607)
C (-0.513, -0.755, 3.263)
N (0.164, -1.606, 3.050)
H (-3.024, -1.972, 2.989)
H (-3.068, -0.730, 1.726)
H (-4.484, -1.128, 2.816)
H (-2.890, -0.462, 4.894)
H (-3.318, 0.880, 3.838)
H (-1.058, 0.947, 4.483)
H (-1.348, 0.885, 2.647)
C (0.112, -4.696, 0.091)
C (0.666, -4.466, 1.488)
C (2.012, -3.750, 1.460)
C (2.034, -2.472, 0.668)
N (2.125, -1.481, 0.035)
H (-0.924, -5.034, 0.100)
H (0.639, -5.399, -0.553)
H (0.027, -3.736, -0.419)
H (0.715, -5.470, 1.909)
H (-0.160, -3.964, 1.992)
H (2.749, -4.446, 1.060)
H (2.318, -3.562, 2.489)
C (-0.140, 4.497, 1.958)
C (1.369, 4.739, 2.034)
C (1.991, 3.584, 2.865)
C (2.018, 2.262, 2.148)
N (2.083, 1.213, 1.620)
H (-0.509, 3.472, 1.927)
H (-0.633, 5.034, 1.147)
H (-0.778, 4.707, 2.817)
H (1.661, 5.600, 2.635)
H (1.701, 4.971, 1.022)
H (1.347, 3.462, 3.735)
H (3.023, 3.807, 3.133)

## Properties
Kohn-Sham gap (alpha / beta)	0.263 / 0.099	Eh
electronic energy	-2222.9855	Eh
spin multiplicity	7
net charge	+3
strongest force on any atom	7.92	eV/Å

---

C4H7N3 in the gas phase at a distorted geometry, computed with ωB97M-V with the def2-TZVPD basis set.

Cartesian coordinates (Å):
H (3.049, -1.291, -0.365)
N (2.026, -1.399, 0.122)
C (1.312, -0.268, 0.130)
N (2.040, 0.758, -0.127)
N (-0.053, -0.441, -0.194)
C (-1.069, 0.604, 0.210)
C (-2.329, -0.005, -0.186)
C (-3.393, -0.555, 0.064)
H (3.063, 0.734, 0.253)
H (1.694, 1.898, -0.350)
H (-0.092, -1.410, -0.042)
H (-1.039, 1.165, 1.292)
H (-0.864, 1.270, -0.632)
H (-4.343, -1.059, -0.175)

## Properties
relative energy (zero: lowest compared OMol25 entry of this formula, charge and spin)	5.166	eV
Kohn-Sham gap	0.326	Eh
electronic energy	-320.6935	Eh
spin multiplicity	1
net charge	0
strongest force on any atom	10.57	eV/Å
SMILES string	[H]/N=C(\N)NCC#C